# CH2Cl3OPS2

2 unconnected molecules or ions with the total composition CH2Cl3OPS2 in a non-equilibrium geometry (ωB97M-V with the def2-TZVPD basis set, the Open Molecules 2025 dataset).

Cartesian coordinates (Å):
C: -1.98226 0.73283 0.14403
O: -1.23814 -1.14218 -1.51886
P: -1.19240 -1.00019 0.07980
S: -2.32198 -2.36934 0.91926
S: 1.72574 0.78496 1.11675
Cl: -2.03191 1.18758 1.83398
Cl: -3.61000 0.66237 -0.54050
Cl: -0.97318 1.83186 -0.78243
H: -1.23501 -2.05542 -1.82729
H: 1.02114 1.42791 2.04436

Cartesian forces, eV/Å:
0.02 -0.47 -0.16
0.46 0.19 -0.44
-0.87 -0.38 0.32
0.64 0.53 0.02
0.08 -0.39 -0.23
-0.06 0.17 0.28
0.00 0.11 0.04
-0.04 0.18 -0.07
-0.05 -0.09 0.05
-0.19 0.15 0.20

Calculated values
- frontier orbital gap (spin up / spin down) (eV) = 7.24 / 6.77
- HOMO (spin up / spin down) (eV) = -9.878 / -9.224
- relative energy (zero: lowest compared OMol25 entry of this formula, charge and spin) (kJ/mol) = 276.15